--- one ---
Formula: C2H11N2O2
Source: the OMol25 dataset
Level of theory: wB97M-V/def2-TZVPD

Values from the calculation:
HOMO-LUMO gap   9.64 eV
Net charge   +1

Positions of all 17 atoms, in Å:
C  0.5733  -0.5482  0.4779
C  0.0893  -1.2279  -0.5694
N  -1.3859  -1.1465  -0.8161
N  1.8885  -0.5525  0.7884
H  -0.1425  0.2283  0.7547
H  0.5518  -1.6692  -1.4392
H  -1.8272  -2.0579  -0.6219
H  -1.5871  -1.0533  -1.8041
H  -1.8248  -0.4787  -0.1936
H  2.5599  -0.6292  0.0411
H  2.1458  -0.0397  1.6214
H  3.5577  2.2264  1.6254
H  3.4730  2.0845  3.1460
O  3.3512  1.5969  2.3240
H  -4.3254  0.8186  -1.2751
H  -3.6247  1.5856  -2.3396
O  -3.4730  0.8627  -1.7199

--- two ---
Formula: C2H11N2O2
Source: the OMol25 dataset
Level of theory: wB97M-V/def2-TZVPD

Values from the calculation:
HOMO-LUMO gap   9.86 eV
Net charge   +1

Positions of all 17 atoms, in Å:
C  -1.0054  0.1679  -0.6846
C  0.0312  -0.6605  -0.6046
N  0.1247  -1.5508  0.6354
N  -1.2787  0.9327  -1.8042
H  -1.5639  0.3994  0.2176
H  0.8183  -0.8735  -1.2886
H  0.4110  -0.9328  1.3964
H  0.8296  -2.2820  0.5518
H  -0.8408  -1.7873  0.8340
H  -0.4590  1.3719  -2.2134
H  -1.9390  1.6528  -1.5023
H  3.9212  -3.4518  2.1015
H  3.3381  -2.0934  1.9371
O  3.0671  -2.9998  2.1597
H  -2.4445  4.2177  -0.1076
H  -1.3005  4.1982  -1.1717
O  -1.7093  3.6912  -0.4564

--- three ---
Formula: C2H11N2O2
Source: the OMol25 dataset
Level of theory: wB97M-V/def2-TZVPD

Values from the calculation:
HOMO-LUMO gap   9.69 eV
Net charge   +1

Positions of all 17 atoms, in Å:
C  0.3974  0.9969  -0.1306
C  1.3492  1.7683  0.4405
N  1.2251  3.1296  0.7178
N  0.4314  -0.4281  0.2721
H  -0.1654  1.5094  -0.8881
H  2.0718  1.2444  1.0668
H  1.5659  3.3289  1.6428
H  1.2762  3.8532  0.0206
H  -0.5214  -0.7602  0.4142
H  0.7875  -0.8517  -0.5815
H  1.2561  -0.5944  0.8439
H  -0.7723  -4.0265  0.4989
H  -1.7783  -3.2174  1.2565
O  -1.1488  -3.1386  0.5269
H  -1.8046  -0.6545  -2.7415
H  -2.4302  -1.3976  -1.5727
O  -1.7398  -0.7616  -1.7866

Which of them is most stable, and which least? Most stable: one; least stable: three.

--- one ---
Formula: C2H5N2O
Source: the OMol25 dataset
Level of theory: wB97M-V/def2-TZVPD

Values from the calculation:
HOMO-LUMO gap (spin up / spin down)   8.62 / 8.98 eV
Net charge   +1

Positions of all 10 atoms, in Å:
C  -1.0732  -0.0749  0.1156
C  1.2045  0.2925  -0.2370
N  -0.2131  0.8630  0.1867
N  -0.8106  -1.3018  -0.2648
O  1.1698  -0.9844  0.0504
H  -2.1965  0.0845  0.1983
H  1.2287  0.6801  -1.2923
H  1.8502  0.8320  0.4706
H  -0.1835  1.8326  0.6459
H  -0.9763  -2.2236  0.1267

--- two ---
Formula: C2H5N2O
Source: the OMol25 dataset
Level of theory: wB97M-V/def2-TZVPD

Values from the calculation:
HOMO-LUMO gap   10.90 eV
Net charge   +1
SMILES string   [NH2+]=C1CON1

Positions of all 10 atoms, in Å:
N  1.6193  0.1496  0.0713
C  0.3123  0.1174  -0.0488
C  -1.0198  -0.9806  -0.0100
O  -1.7774  0.2494  0.1046
N  -0.6906  1.0490  -0.0186
H  2.1163  -0.6838  -0.1337
H  1.9531  1.0349  0.1575
H  -0.7961  -1.3946  -1.0147
H  -0.9647  -1.6102  0.9675
H  -0.7524  2.0690  -0.0750

--- three ---
Formula: C2H5N2O
Source: the OMol25 dataset
Level of theory: wB97M-V/def2-TZVPD

Values from the calculation:
HOMO-LUMO gap   10.54 eV
Net charge   +1
SMILES string   [NH+]#C[C@@H]([NH3+])[O-]

Positions of all 10 atoms, in Å:
N  0.7444  -1.4765  -2.1111
C  0.3085  -0.7643  -1.2992
C  0.9661  0.3533  0.0370
N  -0.4934  0.2717  0.9823
O  1.7971  -0.2035  0.6798
H  1.0681  -2.0049  -2.8288
H  0.9317  1.3733  -0.3471
H  -0.5538  -0.7537  1.1316
H  -1.3170  0.7742  0.5616
H  -0.3562  0.7180  1.9119

--- four ---
Formula: C2H5N2O
Source: the OMol25 dataset
Level of theory: wB97M-V/def2-TZVPD

Values from the calculation:
HOMO-LUMO gap (spin up / spin down)   8.68 / 9.10 eV
Net charge   +1

Positions of all 10 atoms, in Å:
C  -0.3308  -0.3879  0.0539
C  -0.0768  1.1303  -0.0587
N  1.2176  -0.1119  -1.3021
N  -0.5825  -1.1699  1.0233
O  0.7045  1.1198  -1.2014
H  -1.1771  1.5299  -0.2189
H  0.3948  1.4271  0.9616
H  1.3175  -0.3020  -2.2333
H  -0.7681  -1.0623  2.0193
H  -0.6991  -2.1732  0.9564

Which of them is most stable, and which least? Most stable: three; least stable: four.

--- one ---
Formula: C2H5N2O
Source: the OMol25 dataset
Level of theory: wB97M-V/def2-TZVPD

Values from the calculation:
HOMO-LUMO gap (spin up / spin down)   8.54 / 8.54 eV
Net charge   +1

Positions of all 10 atoms, in Å:
C  -0.1051  -0.5489  -0.5106
C  1.0108  -0.1272  0.2892
N  2.2709  0.2839  -0.2380
N  -0.2090  0.8238  -0.1250
O  3.3172  -0.2037  0.0591
H  0.0040  -0.8761  -1.4725
H  -0.8700  -1.0351  0.0256
H  0.8536  -0.4175  1.8482
H  -0.1037  1.7298  -0.7689
H  -1.0028  1.0014  0.6428

--- two ---
Formula: C2H5N2O
Source: the OMol25 dataset
Level of theory: wB97M-V/def2-TZVPD

Values from the calculation:
HOMO-LUMO gap (spin up / spin down)   4.91 / 10.33 eV
Net charge   +1

Positions of all 10 atoms, in Å:
C  -0.4160  1.6544  -0.2553
C  -0.0847  -2.2682  -0.3742
N  -0.4133  0.4878  0.2866
N  0.1008  2.8614  -0.2977
O  -1.4146  0.8793  -0.7050
H  0.0594  -1.9518  0.6604
H  -0.6468  -1.5358  -0.9891
H  0.6689  -2.9277  -0.8831
H  0.9532  2.8788  0.2046
H  -0.1819  3.4423  -1.0618

Which of them is most stable, and which least? Most stable: one; least stable: two.

--- one ---
Formula: C3H5N2O
Source: the OMol25 dataset
Level of theory: wB97M-V/def2-TZVPD

Values from the calculation:
HOMO-LUMO gap   10.83 eV
Net charge   +1

Positions of all 11 atoms, in Å:
C  0.3864  0.0236  0.1212
C  -1.3950  0.0227  0.1597
C  1.7876  0.1390  -0.1254
N  -0.4160  0.7461  0.7646
N  -2.6546  0.1688  -0.1950
O  -0.5512  -0.9372  -0.4201
H  2.0320  1.0783  0.3018
H  1.9589  0.1264  -1.2053
H  2.5437  -0.6248  0.2234
H  -3.3022  0.9408  0.1022
H  -2.8815  -0.2402  -1.0424

--- two ---
Formula: C3H5N2O
Source: the OMol25 dataset
Level of theory: wB97M-V/def2-TZVPD

Values from the calculation:
HOMO-LUMO gap   11.56 eV
Net charge   +1
SMILES string   [H]/N=C(\C)[NH+]=C=O

Positions of all 11 atoms, in Å:
H  0.8178  -0.3697  -2.2171
N  0.5813  -0.6687  -1.2568
C  0.0592  0.0557  -0.4057
C  -0.6713  1.2996  -0.2369
N  0.1079  -0.6525  1.0293
C  0.8360  -1.6258  0.9580
O  1.5386  -2.4745  0.7622
H  -1.4832  1.0854  0.3910
H  -1.1709  1.6556  -1.2592
H  -0.1851  2.1183  0.2954
H  -0.4303  -0.4233  1.9397

--- three ---
Formula: C3H5N2O
Source: the OMol25 dataset
Level of theory: wB97M-V/def2-TZVPD

Values from the calculation:
HOMO-LUMO gap (spin up / spin down)   7.23 / 9.66 eV
Net charge   +1

Positions of all 11 atoms, in Å:
C  0.5321  0.3974  2.2408
C  -1.3909  -1.2189  -1.0218
C  0.2066  0.5575  -1.5022
N  0.8223  0.9899  1.2623
N  -0.5385  -0.3167  -1.3405
O  1.2958  1.1925  -1.7617
H  1.0736  -0.0614  3.1618
H  -0.6187  0.0929  2.1753
H  -1.1580  -1.8859  -0.2423
H  -2.1812  -1.3437  -1.8069
H  1.9571  1.5964  -1.1649

Which of them is most stable, and which least? Most stable: two; least stable: three.